# C7H15FNO

A molecular structure, C7H15FNO in a non-equilibrium geometry (ωB97M-V with the def2-TZVPD basis set, OMol25).

**HOMO level**: -13.89 eV
**Energy relative to the best compared isomer or geometry (same formula, charge and spin)**: 416.9 kJ/mol
**Molar mass**: 148.2 u
**Total energy**: -505.1861 Eh

```
! wB97M-V def2-TZVPD RIJCOSX def2/J DEFGRID3
* xyz 1 1
C 0.10 -0.64 -0.41
C -0.67 1.08 -0.85
C -0.43 2.64 1.12
C 0.47 -2.56 1.23
C 1.57 -0.60 -2.35
C 0.16 2.12 -0.17
C -0.53 -1.47 0.62
N -1.36 -0.81 1.51
O 1.17 -1.00 -1.02
F -0.58 1.06 -2.23
H -1.30 3.18 0.87
H -0.70 1.81 1.89
H 0.20 3.35 1.56
H 1.10 -2.16 1.97
H 1.07 -3.03 0.47
H -0.09 -3.15 1.89
H 2.18 -1.32 -2.76
H 2.18 0.33 -2.20
H 0.69 -0.48 -2.98
H 1.11 1.59 -0.01
H 0.24 2.93 -0.98
H -1.11 -2.15 -0.26
H -1.44 -1.05 2.48
H -2.32 -0.65 1.36
H -1.73 0.95 -0.76
*
```


# C7H15HfN2

A molecular structure, C7H15HfN2 in a non-equilibrium geometry (ωB97M-V with the def2-TZVPD basis set, OMol25).

**HOMO level**: -11.88 eV
**Energy relative to the best compared isomer or geometry (same formula, charge and spin)**: 0.0 kJ/mol
**Molar mass**: 305.7 u
**Total energy**: -432.9448 Eh

```
! wB97M-V def2-TZVPD RIJCOSX def2/J DEFGRID3
* xyz 1 1
C -2.48 -0.83 0.19
Hf -1.01 0.69 -0.43
N 0.36 2.61 -0.62
N -2.20 1.18 -2.38
H 1.28 2.29 -0.96
H -1.86 0.88 1.04
H -2.49 -1.18 1.24
H -2.21 -1.72 -0.41
H -3.51 -0.61 -0.13
H -1.57 1.16 -3.20
H -2.66 2.10 -2.37
H -2.93 0.47 -2.53
H 0.02 3.32 -1.28
H 0.53 3.06 0.29
C 2.72 -1.86 1.56
C 2.34 -0.64 2.13
C 1.35 0.15 1.52
C 0.77 -0.31 0.32
C 1.12 -1.55 -0.25
C 2.10 -2.33 0.39
H 3.49 -2.47 2.04
H 2.81 -0.28 3.05
H 1.01 1.09 1.98
H 0.64 -1.89 -1.18
H 2.38 -3.29 -0.04
*
```


# C7H15N

A single C7H15N molecule in a non-equilibrium geometry (ωB97M-V with the def2-TZVPD basis set, OMol25).

**HOMO level**: -7.48 eV
**Energy relative to the best compared isomer or geometry (same formula, charge and spin)**: 469.1 kJ/mol
**Molar mass**: 113.2 u
**Total energy**: -330.2892 Eh

```
! wB97M-V def2-TZVPD RIJCOSX def2/J DEFGRID3
* xyz 0 1
C 2.66 0.46 0.06
C 2.51 -0.82 0.91
C 1.27 0.92 -0.39
N 0.69 -0.09 -1.24
C -1.90 0.34 0.69
C -2.41 -1.13 0.67
C -1.58 0.83 -0.70
C -0.60 0.16 -1.56
H 3.14 0.29 -0.91
H 3.21 1.25 0.59
H 3.43 -1.28 1.27
H 2.10 -1.50 0.16
H 1.73 -0.66 1.66
H 1.29 1.92 -0.88
H 0.66 1.11 0.51
H -2.66 0.96 1.15
H -1.05 0.43 1.35
H -1.69 -1.78 0.17
H -3.37 -1.09 0.14
H -2.67 -1.54 1.64
H -2.35 1.34 -1.29
H -1.63 -0.45 -1.38
H -0.78 0.31 -2.63
*
```


# C7H15N

A single C7H15N molecule in a non-equilibrium geometry (ωB97M-V with the def2-TZVPD basis set, OMol25).

**HOMO level**: -7.25 eV
**Energy relative to the best compared isomer or geometry (same formula, charge and spin)**: 126.1 kJ/mol
**SMILES**: CCC/C(C)=C(/C)N
**Molar mass**: 113.2 u
**Total energy**: -330.4199 Eh

```
! wB97M-V def2-TZVPD RIJCOSX def2/J DEFGRID3
* xyz 0 1
C -2.57 -1.57 -1.37
C -1.74 -0.79 -0.35
C -0.44 -0.13 -0.97
C 0.42 0.63 -0.02
C 0.21 2.14 -0.11
C 1.30 0.11 0.84
C 2.24 0.96 1.70
N 1.63 -1.23 0.80
H -3.52 -1.74 -0.85
H -2.43 -1.19 -2.37
H -2.24 -2.65 -1.40
H -1.50 -1.35 0.56
H -2.33 0.13 -0.16
H -0.72 0.36 -1.91
H 0.12 -1.05 -1.20
H 0.89 2.78 0.41
H -0.85 2.32 0.10
H 0.48 2.36 -1.19
H 1.63 1.53 2.37
H 2.90 1.61 1.16
H 2.79 0.26 2.34
H 1.43 -1.95 0.13
H 2.30 -1.52 1.49
*
```